Molecular formula: C4H6N2
Method: DFT, wB97M-V/def2-TZVPD

Geometry as XYZ:
```
12
Properties=species:S:1:pos:R:3
N 1.654 0.440 -0.668
C 2.494 -0.401 -0.574
C 0.650 -0.158 0.530
C -0.443 0.901 0.487
C -1.137 -0.077 -0.490
N -0.274 -1.121 0.076
H 1.234 -0.399 1.423
H -0.962 0.988 1.439
H -0.114 1.867 0.110
H -0.905 0.152 -1.537
H -2.208 -0.244 -0.361
H 0.011 -1.948 -0.436
```

Results
HOMO level = -9.9250 eV
multiplicity = 1
Kohn-Sham gap = 10.923 eV

=====

Molecular formula: C4H6N2
Method: DFT, wB97M-V/def2-TZVPD

Geometry as XYZ:
```
12
Properties=species:S:1:pos:R:3
C 0.347 0.269 -1.618
N 0.435 0.497 -0.317
C -0.668 0.968 0.489
C -0.889 -0.027 1.345
N 0.105 -1.056 1.180
C 1.158 -0.325 0.503
H -0.315 -1.534 0.334
H -0.193 0.930 -2.276
H 0.955 -0.545 -1.993
H -1.180 1.896 0.277
H -1.695 -0.165 2.052
H 1.942 -0.908 0.027
```

Results
HOMO level (spin up / spin down) = -7.0257 / -7.4703 eV
multiplicity = 1
Kohn-Sham gap (spin up / spin down) = 7.597 / 8.201 eV

=====

Molecular formula: C4H6N2
Method: DFT, wB97M-V/def2-TZVPD

Geometry as XYZ:
```
12
Properties=species:S:1:pos:R:3
N -2.290 -0.604 -1.473
C -1.674 0.092 -0.786
C -0.861 0.922 0.098
C 0.265 0.054 0.674
C 0.781 -1.056 -0.742
N 1.417 0.704 0.926
H -0.406 1.750 -0.456
H -1.511 1.368 0.866
H -0.098 -0.677 1.409
H 1.359 -0.721 -1.634
H 1.106 -2.116 -0.599
H 1.910 0.282 1.717
```

Results
HOMO level (spin up / spin down) = -9.3277 / -9.6572 eV
multiplicity = 1
Kohn-Sham gap (spin up / spin down) = 8.255 / 9.257 eV

=====

Molecular formula: C4H6N2
Method: DFT, wB97M-V/def2-TZVPD

Geometry as XYZ:
```
12
Properties=species:S:1:pos:R:3
N 1.137 -0.180 -2.002
C 0.615 -0.300 -0.869
C 0.712 -0.830 0.514
C -0.113 0.135 1.330
C -0.198 0.521 -1.727
N -1.318 -0.133 1.611
H 0.248 -1.821 0.556
H 1.752 -0.900 0.845
H 0.365 1.103 1.533
H -1.093 0.110 -2.190
H -0.173 1.606 -1.627
H -1.766 0.667 2.059
```

Results
HOMO level = -10.0291 eV
SMILES string = [H]/N=C/CC1=NC1
multiplicity = 1
Kohn-Sham gap = 10.992 eV

=====

Molecular formula: C4H6N2
Method: DFT, wB97M-V/def2-TZVPD

Geometry as XYZ:
```
12
Properties=species:S:1:pos:R:3
C -0.696 0.710 1.077
C -0.439 -0.436 0.152
C 1.450 -0.201 -0.538
N 0.563 -1.223 0.165
C -1.447 -0.701 -0.866
N -2.093 -0.862 -1.813
H -0.997 1.637 0.590
H 0.143 0.860 1.762
H -1.546 0.330 1.660
H 1.131 -0.066 -1.591
H 1.631 0.787 -0.095
H 2.301 -0.835 -0.502
```

Results
HOMO level = -8.7450 eV
multiplicity = 1
Kohn-Sham gap = 8.054 eV

=====

Molecular formula: C4H6N2
Method: DFT, wB97M-V/def2-TZVPD

Geometry as XYZ:
```
12
Properties=species:S:1:pos:R:3
N 1.953 1.028 -0.931
C 1.529 0.177 -0.198
C 0.672 -0.484 0.676
C -0.369 0.939 0.384
C -1.172 -0.134 -0.402
N -0.431 -1.265 0.183
H 1.057 -0.666 1.679
H -0.820 1.025 1.386
H 1.057 1.659 -0.653
H -1.027 -0.047 -1.490
H -2.249 -0.188 -0.205
H -0.202 -2.043 -0.428
```

Results
HOMO level = -7.9944 eV
multiplicity = 1
Kohn-Sham gap = 8.252 eV

=====

Molecular formula: C4H6N2
Method: DFT, wB97M-V/def2-TZVPD

Geometry as XYZ:
```
12
Properties=species:S:1:pos:R:3
C 1.319 -2.058 -0.310
C 0.984 -0.656 -0.079
C 1.048 0.532 0.107
N -0.921 2.569 0.614
N -1.679 1.606 0.337
C -2.376 0.675 0.257
H 0.655 -2.583 -1.004
H 2.325 -2.044 -0.736
H 1.354 -2.612 0.633
H 1.047 1.581 0.297
H -1.011 3.281 -0.108
H -2.745 -0.290 -0.007
```

Results
HOMO level = -8.6503 eV
multiplicity = 1
Kohn-Sham gap = 9.550 eV

=====

Molecular formula: C4H6N2
Method: DFT, wB97M-V/def2-TZVPD

Geometry as XYZ:
```
12
Properties=species:S:1:pos:R:3
N 0.123 0.319 1.568
C 0.070 0.280 0.140
C -0.442 -0.999 -0.484
C 0.989 -0.588 -0.658
C -0.483 1.450 -0.522
N -1.370 2.007 -1.011
H 0.685 1.107 1.873
H -0.819 0.458 1.931
H -1.120 -0.936 -1.332
H -0.664 -1.792 0.222
H 1.755 -1.106 -0.096
H 1.276 -0.200 -1.631
```

Results
HOMO level = -10.4067 eV
SMILES string = N#CC1(N)CC1
multiplicity = 1
Kohn-Sham gap = 11.221 eV

=====

Molecular formula: C4H6N2
Method: DFT, wB97M-V/def2-TZVPD

Geometry as XYZ:
```
12
Properties=species:S:1:pos:R:3
C 0.571 0.979 -0.676
C -0.134 0.409 0.534
N -1.567 0.390 0.348
C -0.881 -0.894 0.557
C 0.229 -1.570 -0.029
N 1.391 -1.567 0.295
H 0.138 0.591 -1.615
H 0.423 2.066 -0.660
H 1.643 0.774 -0.675
H 1.173 -0.403 1.054
H -1.816 0.597 -0.622
H -1.169 -1.372 1.488
```

Results
HOMO level (spin up / spin down) = -8.7410 / -8.7423 eV
multiplicity = 1
Kohn-Sham gap (spin up / spin down) = 8.381 / 8.382 eV

=====

Molecular formula: C4H6N2
Method: DFT, wB97M-V/def2-TZVPD

Geometry as XYZ:
```
12
Properties=species:S:1:pos:R:3
N -1.749 -0.116 1.051
C -0.518 -0.118 0.377
C 0.611 -0.565 0.958
C 1.815 -0.158 -0.365
C 0.988 0.360 -1.305
N -0.326 0.412 -0.888
H -2.374 -0.900 1.024
H -1.989 0.662 1.639
H 0.544 -0.802 2.069
H 2.891 -0.184 -0.745
H 1.188 0.735 -2.321
H -1.079 0.674 -1.493
```

Results
HOMO level = -8.4166 eV
SMILES string = Nc1ccc[nH]1
multiplicity = 1
Kohn-Sham gap = 9.434 eV

=====

Molecular formula: C4H6N2
Method: DFT, wB97M-V/def2-TZVPD

Geometry as XYZ:
```
12
Properties=species:S:1:pos:R:3
N 2.164 0.061 0.214
C 0.899 0.277 0.154
C -0.119 1.239 0.083
C -1.359 0.586 -0.167
C -1.252 -0.765 -0.251
N 0.166 -1.063 0.021
H 0.729 -1.526 -0.689
H 2.697 0.918 0.287
H 0.044 2.306 0.113
H -2.303 1.110 -0.291
H -1.970 -1.561 -0.366
H 0.305 -1.582 0.890
```

Results
HOMO level = -6.7450 eV
multiplicity = 1
Kohn-Sham gap = 7.546 eV

=====

Molecular formula: C4H6N2
Method: DFT, wB97M-V/def2-TZVPD

Geometry as XYZ:
```
12
Properties=species:S:1:pos:R:3
C 1.711 -0.592 0.150
C 0.535 -0.996 -0.611
C 0.985 0.138 -0.988
C -1.506 1.324 0.567
N -2.478 1.415 -0.425
N -1.779 2.499 0.328
H 2.664 -1.043 -0.276
H -0.269 -1.728 -0.593
H 0.948 1.212 -1.419
H -1.046 0.660 1.265
H -2.078 1.178 -1.260
H 1.877 -0.267 1.162
```

Results
HOMO level = -9.3537 eV
SMILES string = C1=CC1.C1=NN1
multiplicity = 1
Kohn-Sham gap = 10.291 eV

=====

Molecular formula: C4H6N2
Method: DFT, wB97M-V/def2-TZVPD

Geometry as XYZ:
```
12
Properties=species:S:1:pos:R:3
C -0.512 0.883 1.437
C -0.178 0.187 0.126
C -0.996 -0.729 -0.607
N -0.210 -1.431 -1.567
C 1.073 -0.912 -1.391
N 1.042 0.139 -0.583
H -1.587 1.181 1.184
H 0.136 1.751 1.682
H -0.555 0.145 2.307
H -1.989 -0.815 -0.240
H 1.861 -0.999 -2.062
H 1.914 0.599 -0.286
```

Results
HOMO level = -8.3477 eV
SMILES string = Cc1cnc[nH]1
multiplicity = 1
Kohn-Sham gap = 9.176 eV

=====

Molecular formula: C4H6N2
Method: DFT, wB97M-V/def2-TZVPD

Geometry as XYZ:
```
12
Properties=species:S:1:pos:R:3
N -2.143 0.195 -0.263
C -0.754 0.178 -0.001
C -0.018 1.307 0.232
N 1.404 0.676 0.086
C 1.327 -0.765 0.056
C 0.018 -1.054 -0.039
H -2.494 1.127 -0.071
H -2.651 -0.473 0.304
H 1.338 1.140 -0.840
H 2.156 1.110 0.616
H 2.212 -1.387 0.062
H -0.395 -2.053 -0.141
```

Results
HOMO level = -7.6215 eV
multiplicity = 1
Kohn-Sham gap = 8.422 eV

=====

Molecular formula: C4H6N2
Method: DFT, wB97M-V/def2-TZVPD

Geometry as XYZ:
```
12
Properties=species:S:1:pos:R:3
N -2.016 0.194 0.258
C -0.676 -0.052 -0.074
C 0.189 1.018 -0.093
N 1.468 0.528 0.035
C 1.418 -0.834 0.042
C 0.106 -1.243 -0.083
H -2.058 1.188 0.438
H -2.774 -0.191 -0.279
H -0.018 1.982 -0.534
H 2.264 1.094 0.279
H 2.318 -1.413 0.193
H -0.222 -2.272 -0.183
```

Results
HOMO level = -7.5154 eV
SMILES string = Nc1cc[nH]c1
multiplicity = 1
Kohn-Sham gap = 8.662 eV

=====

Molecular formula: C4H6N2
Method: DFT, wB97M-V/def2-TZVPD

Geometry as XYZ:
```
12
Properties=species:S:1:pos:R:3
N 1.235 1.645 -1.007
C 1.491 0.443 -1.039
C 1.823 -0.822 -1.047
N -0.832 -0.830 1.003
C -1.561 -0.317 -0.233
C -1.073 0.397 0.929
H 1.942 -1.349 -1.987
H 1.915 -1.351 -0.105
H -2.617 -0.575 -0.320
H -0.990 -0.342 -1.163
H 0.233 1.851 -1.010
H -0.930 1.298 1.514
```

Results
HOMO level = -9.2745 eV
SMILES string = C1=NC1.C=C=N
multiplicity = 1
Kohn-Sham gap = 10.294 eV

=====

Molecular formula: C4H6N2
Method: DFT, wB97M-V/def2-TZVPD

Geometry as XYZ:
```
12
Properties=species:S:1:pos:R:3
C -1.491 -0.205 0.547
C -0.712 0.759 -0.327
C 0.814 -1.023 0.012
C -0.393 -0.673 -0.587
H -2.557 -0.177 0.522
H -1.299 -0.416 1.745
H -1.298 1.574 -0.939
H 0.798 1.787 0.468
H 1.157 -2.087 -0.004
H -0.864 -1.286 -1.459
N 0.754 1.035 -0.087
N 1.355 0.030 0.344
```

Results
HOMO level = -8.2780 eV
SMILES string = C1=NN[C@@H]2C[C@H]12
multiplicity = 1
Kohn-Sham gap = 9.399 eV

=====

Molecular formula: C4H6N2
Method: DFT, wB97M-V/def2-TZVPD

Geometry as XYZ:
```
12
Properties=species:S:1:pos:R:3
N 0.083 1.795 -2.275
C -0.060 1.655 -1.136
C -0.121 1.332 0.305
N 0.400 0.009 0.622
C 1.122 -0.716 -0.414
C -0.245 -1.129 -0.008
H 0.456 2.086 0.850
H -1.157 1.402 0.649
H 2.001 -1.262 -0.081
H 1.210 -0.249 -1.397
H -1.055 -0.937 -0.714
H -0.388 -1.988 0.642
```

Results
HOMO level = -9.9329 eV
SMILES string = N#CCN1CC1
multiplicity = 1
Kohn-Sham gap = 10.928 eV

=====

Molecular formula: C4H6N2
Method: DFT, wB97M-V/def2-TZVPD

Geometry as XYZ:
```
12
Properties=species:S:1:pos:R:3
C 0.565 1.507 -0.651
C -0.559 0.660 -0.267
C -0.164 -0.413 0.729
C 0.191 -1.746 0.212
H -1.325 1.276 0.184
H -1.003 0.218 -1.170
H 0.308 -0.072 1.663
H 0.916 -2.420 0.688
H 0.142 -1.898 -0.869
H -1.861 -1.529 0.353
N 1.414 2.178 -1.056
N -1.039 -1.552 0.915
```

Results
HOMO level = -10.0287 eV
SMILES string = N#CC[C@@H]1CN1
multiplicity = 1
Kohn-Sham gap = 10.823 eV

=====

Molecular formula: C4H6N2
Method: DFT, wB97M-V/def2-TZVPD

Geometry as XYZ:
```
12
Properties=species:S:1:pos:R:3
C -0.512 0.666 0.145
C -1.852 0.199 -0.256
C 0.861 0.513 -0.283
C 1.773 -0.513 0.361
N 0.287 1.544 0.565
N -2.255 -0.937 0.092
H -2.316 1.003 -0.772
H 1.266 0.760 -1.235
H 1.435 -1.553 0.147
H 1.796 -0.119 1.433
H 2.789 -0.434 0.071
H -3.272 -1.129 -0.268
```

Results
HOMO level (spin up / spin down) = -5.8680 / -10.1268 eV
multiplicity = 3
Kohn-Sham gap (spin up / spin down) = 6.920 / 7.149 eV
expectation value of S² = 2.017

=====

It is found that the relative energy (zero: lowest compared OMol25 entry of this formula, charge and spin) values, taken in the order of the records, are 77.5, 111.9, 122.0, 63.0, 92.4, 145.8, 124.6, 37.2, 173.8, 61.9, 56.4, 165.3, 27.9, 88.7, 22.3, 90.7, 111.6, 45.1, 38.7, 64.4 kcal/mol.
It is found that the total energy values, taken in the order of the records, are -7222.2290, -7220.7383, -7220.3018, -7222.8603, -7221.5846, -7219.2669, -7220.1857, -7223.9767, -7218.0557, -7222.9088, -7223.1451, -7218.4234, -7224.3796, -7221.7436, -7224.6243, -7221.6569, -7220.7496, -7223.6367, -7223.9148, -7218.3036 eV.